Molecular formula: C27H19F11N7O6PPmS2
Method: DFT, ωB97M-V/def2-TZVPD

Results
LUMO level (spin up / spin down): -0.097 / -1.857 eV
Expectation value of S²: 8.7664
Frontier orbital gap (spin up / spin down): 8.370 / 6.619 eV
Charge: 0
Spin multiplicity: 6

Structure (XYZ):
```
74
Properties=species:S:1:pos:R:3:lowdin_charge:R:1
F -3.35511 1.32304 5.47940 0.130
N -0.67593 2.24093 -1.75530 -0.063
H 1.09353 -4.80479 3.66001 0.096
F -2.27147 -1.12568 1.62974 0.135
C 0.20241 -4.23307 1.76893 -0.115
O 2.84973 -0.72904 -1.99176 -0.003
C 4.98285 -1.51935 2.15206 -0.031
O 0.73785 -2.82607 -1.98830 -0.271
C -1.86362 4.05169 -4.62318 -0.006
N 0.09028 -3.32109 0.81752 0.124
C -4.44400 -2.22974 -1.06078 -0.316
C 4.76554 -1.93786 0.84372 0.022
C -1.85754 2.24067 3.91318 -0.231
C -1.15786 2.19182 2.69767 -0.498
Pm 1.33431 0.93069 -0.87945 1.791
H -2.22909 5.12659 -2.04723 0.122
C 1.60610 -2.81603 2.99119 -0.116
H -2.68826 4.75728 -4.55813 0.092
F 3.55870 1.91730 -1.23895 -0.202
C -1.34933 1.02334 1.93644 -0.173
H 4.37845 -0.08028 3.65781 0.125
C 0.76727 -2.17186 0.97654 -0.434
P 2.93177 3.10855 -2.22102 0.214
H -4.04925 -4.32704 -0.84370 0.112
H -0.36274 -5.14691 1.61255 0.113
N -1.56310 3.52503 -3.30945 -0.116
H -2.13653 3.24007 -5.29420 0.095
O 2.51685 1.69025 3.42470 0.071
H 2.90881 -3.01668 -2.35127 0.131
N -5.81267 -2.37678 -1.06084 0.110
C -2.77935 0.05330 3.59121 -0.126
C 3.88859 -1.20324 0.06811 -0.176
F 2.13792 4.14849 -3.11499 -0.096
C 3.41069 -1.55871 -1.29947 -0.455
C 0.98432 -4.05013 2.89693 -0.051
S 0.06375 -1.68690 -1.41810 0.668
N 3.24499 -0.12999 0.52270 0.071
H -1.58097 -4.07050 -1.03071 0.109
C -2.49523 -0.83325 -1.31294 -0.072
S -0.21374 3.52529 2.17339 0.946
N 1.50001 -1.88048 2.06198 0.154
F -0.80832 0.91626 0.69097 -0.011
C 3.40863 0.22645 1.78398 -0.170
F 4.02478 2.81452 -3.31310 -0.079
C -1.73341 4.17489 -2.11407 -0.041
F 1.74352 3.24397 -1.03686 -0.240
H -0.65690 1.65463 -3.80259 0.145
C -3.86330 -0.96456 -1.20769 -0.022
O 1.66494 1.72213 1.33753 -0.250
O 3.55227 -2.81813 -1.64766 0.166
F -1.79073 3.34284 4.65329 0.099
O 0.17733 -0.45452 -2.22246 -0.449
F 3.79012 4.20744 -1.49807 -0.075
C 4.28744 -0.42747 2.63862 0.017
C -1.68023 -1.95881 -1.26731 -0.287
C -2.66985 1.21114 4.34227 -0.138
C -3.60549 -3.34927 -0.98510 -0.020
H -0.99100 4.56489 -5.02909 0.098
H -2.03586 0.13854 -1.42772 0.086
C -0.92226 2.37396 -3.04452 -0.154
H -6.18258 -3.25483 -0.74115 0.093
H 5.25209 -2.81054 0.43248 0.123
C 2.46416 1.32719 2.26943 -0.587
H 2.22785 -2.54615 3.83991 0.114
C -2.11882 -0.03405 2.37749 -0.131
H -6.36802 -1.57186 -0.82958 0.093
C -1.18654 3.37199 -1.16075 -0.133
F -3.54973 -0.94885 4.00570 0.138
H -4.49726 -0.08658 -1.24049 0.114
C -2.23748 -3.21541 -1.09225 -0.060
F 1.95491 1.87681 -2.87009 -0.253
H -1.09221 3.54465 -0.10292 0.016
H 5.66062 -2.06808 2.79234 0.113
N 0.71237 -1.22207 -0.00657 -0.193
```


Molecular formula: C27H19N3PdSTe4
Method: DFT, ωB97M-V/def2-TZVPD

Results
LUMO level (spin up / spin down): -0.794 / -1.570 eV
Expectation value of S²: 6.1065
Frontier orbital gap (spin up / spin down): 5.495 / 5.109 eV
Charge: 0
Spin multiplicity: 5

Structure (XYZ):
```
55
Properties=species:S:1:pos:R:3:lowdin_charge:R:1
C 2.22562 -1.55589 -1.26366 -0.213
Te -0.55568 1.08895 -3.09153 0.707
C -0.95504 -1.72319 3.13395 -0.075
C 6.89007 2.71781 -1.61727 -0.084
H -7.91468 2.06611 -0.22245 0.100
C -1.79375 0.13990 -1.77656 -0.619
H 3.72875 -2.52070 -2.46239 0.114
C -6.80981 0.34415 0.42235 -0.082
C -1.38767 -1.24973 1.91233 -0.071
H 0.00091 -2.22577 3.20737 0.106
C -6.93314 1.63512 -0.07110 -0.089
C 6.51192 0.34166 -1.64408 -0.024
Te -0.47019 3.16411 4.35885 -0.005
H -7.69484 -0.23654 0.64959 0.102
C -3.38551 -0.39740 2.94149 -0.018
C 1.88544 -3.61393 -2.43219 -0.042
C 0.16590 -2.55464 -1.18164 -0.116
N 2.43120 0.68468 -0.58307 -0.315
H -0.85787 -2.49666 -0.83136 0.108
N 4.40244 -0.54636 -0.80326 0.125
S 3.28329 2.01124 0.04532 0.914
C -2.61565 -0.57922 1.77935 -0.199
C 7.33114 1.43375 -1.89332 -0.084
H 8.31420 1.27570 -2.31648 0.105
H -5.45418 -1.21486 1.00836 0.119
C -1.73679 -1.54006 4.27025 -0.080
C 2.71971 -2.56815 -2.07549 -0.001
H -0.75536 -1.37945 1.04465 0.056
C 3.03491 -0.40638 -0.85875 -0.357
H -1.39354 -1.90020 5.23140 0.103
C -4.53833 1.81951 -0.18897 -0.011
Pd 0.14716 0.65706 -0.45390 0.149
H -3.55163 -0.70734 5.04867 0.106
C 4.82835 1.81813 -0.77709 -0.451
H 6.84562 -0.66283 -1.88014 0.112
Te 0.05788 2.31180 1.78451 -0.055
H 5.25950 3.90989 -0.86931 0.111
C -5.79553 2.37198 -0.37494 -0.069
H -0.10739 -4.40819 -2.22361 0.113
H 7.52248 3.57041 -1.82357 0.105
C -5.55299 -0.20698 0.62384 -0.042
Te -0.30838 3.31672 -0.87115 0.137
H -4.31415 0.15207 2.88275 0.113
C -3.04945 -0.04373 0.50916 -0.138
H -5.88710 3.38030 -0.75787 0.105
C -4.40576 0.52764 0.32321 -0.192
N 0.96427 -1.55237 -0.82980 0.062
C 5.26353 0.53368 -1.07274 -0.250
H 4.77235 -1.47059 -0.94505 0.132
C 0.58188 -3.61570 -1.97009 -0.029
C -2.21740 0.08528 -0.59971 -0.244
C -2.94860 -0.87344 4.16523 -0.075
H 2.24522 -4.40797 -3.07301 0.115
C 5.62409 2.91205 -1.07804 -0.087
H -3.64737 2.38854 -0.42903 0.095
```


Molecular formula: C27H20BCl2IrN10O2
Method: DFT, ωB97M-V/def2-TZVPD

Results
LUMO level (spin up / spin down): -2.936 / -4.138 eV
Expectation value of S²: 0.7876
Frontier orbital gap (spin up / spin down): 7.136 / 6.487 eV
Charge: +1
Spin multiplicity: 2

Structure (XYZ):
```
63
Properties=species:S:1:pos:R:3:lowdin_charge:R:1
C 0.95100 -3.91477 -1.78862 -0.031
N -0.28958 0.27505 -1.99878 -0.088
H 1.83509 3.10561 -1.78403 0.130
C -3.62956 -0.00578 0.39883 -0.116
H 0.37913 -0.30012 -5.14633 0.111
H -1.12610 -1.29487 -3.12856 0.120
C -0.38847 4.13741 -0.36843 -0.037
N 0.00885 2.86613 -0.48573 -0.014
H 4.12832 -2.60304 0.04748 0.120
H -2.31028 1.81702 4.47788 0.118
C -2.71445 -1.75879 -0.74449 -0.177
O -1.73241 -3.62837 -1.70890 0.055
C 1.00443 1.67547 3.89798 0.010
N -2.53082 -0.62442 -0.05276 -0.022
N 1.71274 -1.77741 0.98541 0.184
C 3.37908 -3.89866 -1.47016 -0.679
Ir -0.47819 -0.01869 -0.00675 1.442
C 3.44098 0.99859 1.62082 -0.152
C 2.93675 1.96091 0.59531 0.055
N -0.20188 0.39016 2.27902 0.043
H -5.74954 0.12370 0.52367 0.119
Cl 2.34546 -5.58240 -3.32829 0.729
C 0.97004 0.80674 2.81380 -0.186
H -2.19178 5.00261 0.57177 0.108
N 0.62739 1.24644 -2.29242 -0.006
C -0.45363 -0.45330 -3.10236 -0.084
C 2.21440 -4.39234 -2.09947 -0.653
H -2.73138 2.42065 1.05181 0.087
C 3.25852 -2.96940 -0.47859 -0.014
C -1.86297 2.81296 0.56567 -0.117
H -2.23319 0.33419 2.53784 0.090
H -0.14323 2.76319 5.35425 0.121
H 0.11812 -4.28289 -2.35800 0.097
N 1.98503 1.49906 -0.13930 0.006
C 0.79526 -2.94508 -0.79523 -0.155
H 4.29824 1.34533 2.18816 0.157
H 1.68985 1.82487 -4.00398 0.134
C 2.27535 0.23874 2.34192 -0.086
C -1.51681 -2.61658 -1.05649 -0.486
C -5.09229 -1.54920 -0.67335 -0.011
C -1.31601 0.75429 2.92000 -0.140
Cl 4.93728 -4.47211 -1.92446 0.705
H -3.48690 0.85596 1.02270 0.067
N 1.54059 0.24512 0.03109 -0.044
C -1.58854 4.15267 0.31029 -0.020
H 0.20458 4.92973 -0.79125 0.135
C -0.16535 2.09232 4.50659 -0.023
C 0.99371 1.12501 -3.57431 -0.038
C 2.27453 -0.53200 1.05985 -0.528
C -3.96790 -2.23351 -1.09225 0.033
O 3.69152 -0.22900 0.86697 0.025
N -0.33797 -2.17587 -0.54294 0.018
B 1.17972 2.25866 -1.26313 -0.459
C 1.97077 -2.56188 -0.04987 -0.219
H 2.72498 -0.36705 3.12787 0.176
H -6.08337 -1.89302 -0.93492 0.124
H 1.96857 1.98553 4.27875 0.130
C -1.35906 1.58242 4.02308 -0.033
C -4.91279 -0.42847 0.12124 -0.022
H 3.33359 2.94167 0.38168 0.144
C 0.32402 0.05684 -4.13452 -0.013
N -0.89545 2.03400 0.07854 -0.070
H -4.00799 -3.15009 -1.66160 0.131
```


no.,electronic energy (a.u.)
1,-4720.0694
2,-2802.5944
3,-2788.3433